Arrangement i

Computed, not measured: a cluster of 3 separate species, C4H5NO in total, with ωB97M-V/def2-TZVPD.

Results
Charge: 0
HOMO level, hartree: -0.3921
Frontier orbital gap, hartree: 0.405

Each line ends with the Löwdin charge.
CARTESIAN COORDINATES (ANGSTROEM)
C: 1.442 -1.762 0.557  0.04
C: 0.689 -0.664 0.598  -0.17
C: -0.851 2.765 0.405  0.00
O: 0.246 2.538 0.205  -0.01
C: -0.731 -0.694 0.375  -0.25
N: -1.876 -0.689 0.197  0.15
H: 1.018 -2.741 0.353  0.07
H: -1.621 1.319 -2.443  0.03
H: 2.512 -1.702 0.731  0.07
H: 1.114 0.316 0.795  0.08
H: -1.942 1.315 -1.772  0.00

Arrangement ii

Computed, not measured: an isolated molecule of C4H5NO, with ωB97M-V/def2-TZVPD.

Results
Charge: 0
HOMO level, hartree: -0.2899
SMILES: N=C=C/C=C\O
Frontier orbital gap, hartree: 0.320

Each line ends with the Löwdin charge.
CARTESIAN COORDINATES (ANGSTROEM)
N: -1.651 0.814 -1.669  0.14
C: -0.830 0.009 -1.247  -0.18
C: -0.043 -0.957 -0.802  -0.11
C: 0.718 -0.922 0.448  -0.12
C: 0.731 0.117 1.284  -0.22
O: -0.019 1.231 1.007  -0.02
H: -1.266 1.602 -2.190  0.08
H: 0.107 -1.793 -1.478  0.10
H: 1.338 -1.782 0.681  0.10
H: 1.385 0.178 2.152  0.11
H: -0.469 1.503 1.814  0.11

The computed energies, referenced to the most stable structure and given in hartree, are arrangement i 0.0087; arrangement ii 0.0000.

Arrangement i

Computed, not measured: a cluster of 2 separate species, C4H15N3O in total, with ωB97M-V/def2-TZVPD.

Results
Charge: +1
Multiplicity: 2
HOMO level (alpha / beta), hartree: -0.2335 / -0.4344
Frontier orbital gap (alpha / beta), hartree: 0.106 / 0.303

Each line ends with the Löwdin spin population.
CARTESIAN COORDINATES (ANGSTROEM)
C: -0.149 -1.296 -1.273  0.04
C: 0.771 -1.212 -0.055  0.02
C: 0.105 -0.953 1.237  0.03
N: -1.142 2.354 2.204  0.17
C: -0.786 1.085 2.253  0.41
N: -0.382 0.473 1.179  0.15
N: 0.547 -2.186 -2.427  0.03
H: -0.651 -0.378 -1.765  0.01
H: -1.058 -1.942 -1.012  0.01
H: 1.349 -2.111 0.151  0.00
H: 1.683 -0.530 -0.381  0.00
H: -0.749 -1.629 1.406  0.01
H: 0.717 -0.938 2.175  0.02
H: -1.329 2.871 3.141  0.00
H: -1.154 2.886 1.381  0.01
H: -0.647 0.362 3.111  0.04
H: -0.090 0.977 0.219  0.01
H: 1.391 -1.707 -2.696  0.01
H: -0.041 -2.314 -3.221  0.01
H: 0.757 -3.163 -2.240  0.01
H: -0.452 3.172 -1.443  0.00
H: 1.073 3.326 -1.149  0.00
O: 0.237 2.852 -0.797  0.01

Arrangement ii

Computed, not measured: a cluster of 2 separate species, C4H15N3O in total, with ωB97M-V/def2-TZVPD.

Results
Charge: +1
Multiplicity: 2
HOMO level (alpha / beta), hartree: -0.2442 / -0.4157
Frontier orbital gap (alpha / beta), hartree: 0.110 / 0.279

Each line ends with the Löwdin spin population.
CARTESIAN COORDINATES (ANGSTROEM)
C: -1.707 1.136 1.052  0.01
C: -0.255 1.635 1.330  0.01
C: 0.817 1.392 0.297  0.03
N: 1.914 -1.830 -1.205  0.20
C: 1.622 -0.537 -1.033  0.46
N: 1.095 -0.110 0.161  0.15
N: -2.837 2.202 1.300  0.01
H: -2.024 0.236 1.607  0.00
H: -1.713 0.777 0.057  0.01
H: -0.197 2.676 1.610  0.00
H: 0.208 0.980 2.277  0.00
H: 0.481 1.733 -0.716  0.01
H: 1.877 1.766 0.631  0.01
H: 2.405 -2.156 -2.045  0.00
H: 1.656 -2.569 -0.634  0.01
H: 1.804 0.162 -1.775  0.05
H: 0.912 -0.763 0.827  0.01
H: -2.275 3.092 1.659  0.00
H: -3.474 1.991 1.892  0.00
H: -3.128 2.570 0.380  0.00
H: -0.445 -3.442 -2.541  0.00
H: -0.037 -4.155 -1.253  0.00
O: -0.016 -3.311 -1.706  0.01

Arrangement iii

Computed, not measured: a cluster of 2 separate species, C4H15N3O in total, with ωB97M-V/def2-TZVPD.

Results
Charge: +1
Multiplicity: 2
HOMO level (alpha / beta), hartree: -0.2610 / -0.4141
Frontier orbital gap (alpha / beta), hartree: 0.124 / 0.277

Each line ends with the Löwdin spin population.
CARTESIAN COORDINATES (ANGSTROEM)
C: -0.410 -1.874 -1.262  0.00
C: 0.487 -0.812 -0.656  0.00
C: 0.307 -0.722 0.887  0.03
N: -0.618 2.208 2.923  0.19
C: -0.504 0.880 2.523  0.53
N: 0.115 0.616 1.312  0.16
N: 0.118 -2.295 -2.612  0.00
H: -1.367 -1.413 -1.474  0.00
H: -0.614 -2.723 -0.619  0.00
H: 1.557 -0.939 -0.829  0.00
H: 0.229 0.149 -1.094  0.00
H: -0.566 -1.339 1.160  0.01
H: 1.152 -1.197 1.396  0.01
H: -1.228 2.502 3.664  0.00
H: -0.208 2.931 2.358  0.01
H: -0.812 0.096 3.184  0.05
H: 0.387 1.334 0.646  0.01
H: 0.115 -1.434 -3.180  0.00
H: -0.477 -2.980 -3.075  0.00
H: 1.086 -2.619 -2.584  0.00
H: -0.288 3.459 -0.622  0.00
H: 1.077 3.308 -1.318  0.00
O: 0.461 2.864 -0.727  0.00

The computed energies, referenced to the most stable structure and given in hartree, are arrangement i 0.0662; arrangement ii 0.0856; arrangement iii 0.0000.

Arrangement i

Computed, not measured: an isolated molecule of C4H6N2S, with ωB97M-V/def2-TZVPD.

Results
Charge: 0
HOMO level, hartree: -0.3075
SMILES: Cc1c[nH]c(S)n1
Frontier orbital gap, hartree: 0.329

Each line ends with the Löwdin charge.
CARTESIAN COORDINATES (ANGSTROEM)
C: -2.890 -0.717 0.045  -0.05
C: -1.505 -0.117 -0.011  -0.36
C: -1.202 1.186 -0.012  -0.10
N: 0.162 1.257 0.037  0.03
C: 0.636 -0.008 -0.051  -0.71
S: 2.432 -0.433 0.027  0.75
N: -0.333 -0.887 -0.062  0.09
H: -3.673 -0.010 0.063  0.05
H: -3.007 -1.376 -0.890  0.10
H: -3.038 -1.377 0.921  0.08
H: -1.822 2.114 -0.133  0.14
H: 0.741 2.078 0.095  0.14
H: 2.845 0.836 -0.145  -0.16

Arrangement ii

Computed, not measured: a structure of composition C4H6N2S, with ωB97M-V/def2-TZVPD.

Results
Charge: 0
HOMO level, hartree: -0.3095
Frontier orbital gap, hartree: 0.335

Each line ends with the Löwdin charge.
CARTESIAN COORDINATES (ANGSTROEM)
C: 1.747 2.302 0.833  -0.07
C: 0.084 0.226 1.003  -0.08
C: -0.267 -0.639 -0.074  -0.59
C: 0.146 -0.146 -1.207  -0.23
H: 2.762 1.611 0.729  0.13
H: 1.155 2.904 1.902  0.17
H: 1.732 3.201 -0.125  0.14
H: 0.242 0.073 2.216  0.17
H: -1.452 -1.984 -1.366  -0.16
H: -0.188 -0.253 -2.212  0.10
N: 0.908 1.143 0.371  -0.30
N: 0.788 1.005 -0.934  0.03
S: -1.649 -1.940 -0.033  0.69

The computed energies, referenced to the most stable structure and given in hartree, are arrangement i 0.0000; arrangement ii 0.1558.

Arrangement i

Computed, not measured: an isolated molecule of C4H6N2S, with ωB97M-V/def2-TZVPD.

Results
Charge: 0
HOMO level, hartree: -0.3328
SMILES: SC/N=C/N1C=C1
Frontier orbital gap, hartree: 0.361

Each line ends with the Löwdin charge.
CARTESIAN COORDINATES (ANGSTROEM)
S: 0.466 2.534 -1.599  0.57
C: 1.157 1.477 -0.083  -0.51
N: 0.602 0.282 0.372  0.01
C: -0.217 -0.398 -0.311  -0.29
N: -0.287 -1.737 -0.220  -0.04
C: -1.417 -2.216 0.479  -0.06
C: -0.367 -2.146 1.230  0.03
H: -0.617 3.206 -1.098  -0.18
H: 1.182 2.237 0.656  0.03
H: 2.258 1.429 -0.578  0.11
H: -0.473 -0.090 -1.289  0.10
H: -2.583 -2.136 0.473  0.15
H: 0.297 -2.443 1.969  0.08

Arrangement ii

Computed, not measured: a structure of composition C4H6N2S, with ωB97M-V/def2-TZVPD.

Results
Charge: 0
HOMO level, hartree: -0.3314
Frontier orbital gap, hartree: 0.287

Each line ends with the Löwdin charge.
CARTESIAN COORDINATES (ANGSTROEM)
C: 1.348 -0.379 -0.079  -0.49
C: -0.239 0.064 -0.020  -0.65
C: -1.128 -1.106 -0.045  -0.28
C: -2.375 -1.172 0.346  0.00
H: 1.773 1.651 -0.153  0.13
H: 2.997 0.552 -0.200  0.12
H: 2.685 -1.678 -0.204  0.06
H: -0.658 -2.005 -0.688  0.14
H: -2.816 -0.308 0.704  0.02
H: -2.981 -2.130 0.146  0.10
N: 2.175 0.706 0.609  0.00
N: 1.680 -1.580 -0.281  0.13
S: -0.851 1.600 -0.195  0.73

The computed energies, referenced to the most stable structure and given in hartree, are arrangement i 0.0634; arrangement ii 0.0000.

Arrangement i

Computed, not measured: a cluster of 2 separate species, C3H3NO2 in total, with ωB97M-V/def2-TZVPD.

Results
Charge: 0
HOMO level (alpha / beta), hartree: -0.3624 / -0.3624
Frontier orbital gap (alpha / beta), hartree: 0.279 / 0.279

Each line ends with the Löwdin charge.
CARTESIAN COORDINATES (ANGSTROEM)
O: -1.400 -1.156 -0.368  -0.02
C: -1.510 -0.320 0.546  -0.43
O: -0.416 -0.124 1.196  -0.05
C: 1.269 0.433 0.146  0.14
C: 0.947 0.121 -1.165  -0.23
N: 0.434 -0.292 -2.135  0.24
H: -2.507 0.163 0.715  0.14
H: 1.325 1.492 0.399  0.11
H: 1.858 -0.317 0.665  0.11

Arrangement ii

Computed, not measured: an isolated molecule of C3H3NO2, with ωB97M-V/def2-TZVPD.

Results
Charge: 0
HOMO level, hartree: -0.4278
SMILES: N#C[C@]1(O)CO1
Frontier orbital gap, hartree: 0.452

Each line ends with the Löwdin charge.
CARTESIAN COORDINATES (ANGSTROEM)
N: 2.627 0.239 -0.305  0.18
C: 1.526 0.117 -0.027  -0.10
C: 0.074 -0.135 0.121  -0.55
O: -0.160 -1.551 0.046  0.02
C: -1.053 0.749 -0.269  -0.04
O: -0.654 0.520 1.085  0.03
H: 0.392 -1.961 0.778  0.14
H: -0.807 1.852 -0.689  0.17
H: -1.946 0.169 -0.741  0.15

The computed energies, referenced to the most stable structure and given in hartree, are arrangement i 0.0501; arrangement ii 0.0000.

Arrangement i

Computed, not measured: an isolated molecule of C3H3NO2, with ωB97M-V/def2-TZVPD.

Results
Charge: 0
HOMO level, hartree: -0.3561
SMILES: Oc1ccon1
Frontier orbital gap, hartree: 0.386

Each line ends with the Löwdin charge.
CARTESIAN COORDINATES (ANGSTROEM)
O: 2.106 0.079 -0.271  0.09
C: 0.789 -0.059 -0.075  -0.43
C: -0.221 0.985 -0.296  -0.01
C: -1.333 0.190 -0.122  -0.19
O: -1.090 -1.057 0.250  -0.02
N: 0.298 -1.223 0.240  0.13
H: 2.527 -0.784 -0.114  0.13
H: -0.771 1.374 0.676  0.16
H: -2.364 0.486 -0.264  0.14

Arrangement ii

Computed, not measured: an isolated molecule of C3H3NO2, with ωB97M-V/def2-TZVPD.

Results
Charge: 0
HOMO level, hartree: -0.3278
SMILES: O=c1[nH]cco1
Frontier orbital gap, hartree: 0.356

Each line ends with the Löwdin charge.
CARTESIAN COORDINATES (ANGSTROEM)
O: -1.745 1.192 1.248  0.11
C: -0.885 0.547 0.710  -0.53
N: -0.687 0.292 -0.632  0.12
C: 0.509 -0.411 -0.800  -0.08
C: 0.980 -0.640 0.426  -0.10
O: 0.136 -0.101 1.367  0.08
H: -1.113 0.882 -1.329  0.16
H: 0.898 -0.701 -1.764  0.12
H: 1.908 -1.059 0.775  0.12

The computed energies, referenced to the most stable structure and given in hartree, are arrangement i 0.1527; arrangement ii 0.0000.